1.
This record from the OMol25 dataset describes a structure of composition C18H50ClO10P3SbSi at a distorted geometry. The level of theory is ωB97M-V with the def2-TZVPD basis set.

Geometry (Å):
C: -4.4518 0.2554 -3.1188
Si: -3.3218 -1.3415 -3.0906
C: -1.7053 -0.9424 -4.0590
C: -4.3810 -2.7766 -3.8689
Sb: -2.9621 -1.9451 -0.6891
C: -2.8929 -2.4152 1.4930
C: -4.4194 -2.7383 2.0961
C: -4.7869 -4.3450 2.0511
Cl: -6.4623 -4.6297 1.2274
P: -2.3534 -4.3253 -1.2791
O: -1.1642 -4.8867 -0.1078
O: -1.5105 -4.3924 -2.8111
H: -5.1753 0.1406 -2.2056
H: -3.7640 1.1860 -2.9318
H: -5.0402 0.2900 -4.1305
H: -1.4515 0.2238 -4.0783
H: -0.7703 -1.5785 -3.7493
H: -1.9249 -1.2172 -5.1995
H: -3.8648 -3.2082 -4.8352
H: -5.4732 -2.3675 -4.1028
H: -4.5337 -3.6083 -3.0393
H: -1.2463 -1.5656 -0.7454
H: -3.2471 -0.2603 -0.2877
H: -4.6941 -2.3398 -0.6151
H: -2.1442 -3.2933 1.7650
H: -2.5657 -1.4126 2.0467
H: -5.2411 -2.1269 1.5165
H: -4.4175 -2.3983 3.2396
H: -3.9790 -4.9706 1.4368
H: -4.8349 -4.7481 3.1690
H: -0.2913 -5.0464 -0.5748
H: -1.7123 -5.3257 -3.1689
O: 1.1383 4.4741 -3.9487
P: 1.3144 4.4544 -2.4106
O: 0.0301 3.4448 -2.1385
C: 0.2013 2.0671 -2.4184
C: 1.0547 1.3943 -1.3611
O: 0.5145 5.8864 -2.1332
C: 0.4606 6.8949 -3.1282
C: -0.8361 6.7900 -3.9123
O: 1.5112 4.4325 -0.6920
C: 2.8620 4.5034 -0.2604
C: 3.5239 5.8037 -0.6760
H: 0.6366 1.9332 -3.4134
H: -0.7933 1.6114 -2.4274
H: 2.0902 1.7435 -1.4196
H: 1.0556 0.3087 -1.4957
H: 0.6897 1.6283 -0.3557
H: 1.3370 6.8529 -3.7829
H: 0.4940 7.8629 -2.6181
H: -0.9747 5.7938 -4.3409
H: -0.8606 7.5255 -4.7218
H: -1.6939 6.9669 -3.2528
H: 3.4124 3.6461 -0.6599
H: 2.8621 4.4218 0.8307
H: 3.6095 5.8710 -1.7655
H: 4.5294 5.8771 -0.2517
H: 2.9328 6.6653 -0.3456
O: 2.3183 -2.0969 5.2653
P: 2.6418 -1.6488 3.8190
O: 3.0289 -3.1690 3.2878
C: 1.9668 -4.0695 3.0295
C: 1.2498 -3.7170 1.7409
O: 4.1924 -1.1421 4.1446
C: 4.5568 -0.7000 5.4415
C: 5.1955 -1.8353 6.2229
O: 3.0032 -1.1482 2.2029
C: 2.1981 -0.0777 1.7320
C: 2.3990 1.1859 2.5474
H: 1.2686 -4.0847 3.8720
H: 2.4026 -5.0692 2.9417
H: 0.6981 -2.7781 1.8492
H: 0.5359 -4.4994 1.4671
H: 1.9621 -3.5819 0.9205
H: 3.6985 -0.2737 5.9705
H: 5.2860 0.1075 5.3213
H: 4.5495 -2.7164 6.2646
H: 5.4252 -1.5213 7.2454
H: 6.1254 -2.1542 5.7375
H: 1.1476 -0.3838 1.7485
H: 2.4761 0.1078 0.6901
H: 2.0506 1.0496 3.5765
H: 1.8435 2.0199 2.1089
H: 3.4609 1.4518 2.5995

Output
* LUMO energy: -0.35 eV
* total charge: -1
* E: -94749.2166 eV

=====

2.
This record from the OMol25 dataset describes a cluster of 2 separate species, C8H16N2 in total at a distorted geometry. The level of theory is ωB97M-V with the def2-TZVPD basis set.

Geometry (Å):
C: 0.6182 2.9027 0.1171
C: -0.0474 2.7819 -1.2739
C: -0.9003 1.5707 -1.4587
C: -1.6564 1.1365 -2.5278
N: -2.1505 -0.0916 -2.0788
C: -1.6158 -0.3660 -0.8635
N: -0.8582 0.6312 -0.4689
H: 1.0709 3.9077 0.0422
H: 1.2396 2.0819 0.4671
H: -0.2188 2.9630 0.8435
H: -0.5491 3.7059 -1.5841
H: 0.9078 2.7773 -1.8530
H: -1.9601 1.6112 -3.4448
H: -2.4890 -0.7207 -2.7955
H: -1.8475 -1.3119 -0.4087
C: 0.2684 -1.2561 2.1308
C: 1.1833 -2.4829 2.0899
C: 1.4444 -2.8610 0.6352
H: -0.4354 -1.2389 1.3094
H: 0.7514 -0.2847 1.9332
H: -0.1713 -1.0226 3.0984
H: 2.0842 -2.2386 2.6648
H: 0.7058 -3.2223 2.7293
H: 2.3614 -2.4495 0.2079
H: 1.6497 -3.9340 0.4985
H: 0.6147 -2.5890 -0.0096

Output
* relative energy (zero: lowest compared OMol25 entry of this formula, charge and spin): 24.6 kcal/mol
* LUMO energy: 0.83 eV
* total charge: 0
* E: -11534.9181 eV